90
Properties=species:S:1:pos:R:3:lowdin_charge:R:1 method="wB97M-V/def2-TZVPD" fmax_ha_per_bohr=0.0415 gap_ev="5.31 / 5.36" homo_energy_ha="-0.155 / -0.157" charge=-1 total_energy_ev=-129609.02610
Fe 0.4595 0.4999 -0.8320 0.12
N -2.3371 3.6686 0.2580 0.12
C -1.5206 4.7947 0.4260 -0.26
C -1.9353 6.0534 0.0114 -0.03
C -1.1121 7.1541 0.1965 -0.09
C 0.1368 7.0013 0.7773 -0.09
C 0.5631 5.7432 1.1781 -0.09
C -0.2661 4.6482 1.0151 -0.44
S 0.2054 3.0201 1.5246 1.01
N -0.6086 2.0642 0.4008 -0.26
C -1.7549 2.4378 -0.0666 -0.32
C -2.4414 1.5741 -1.0020 -0.18
C -3.8184 1.6565 -1.2625 -0.03
C -4.3970 0.7771 -2.1475 -0.06
C -3.5969 -0.1719 -2.7813 -0.04
C -2.2475 -0.1906 -2.4710 -0.10
N -1.6830 0.6488 -1.6207 0.10
H -3.1806 3.8693 -0.2557 0.11
H -2.9140 6.1674 -0.4421 0.11
H -1.4452 8.1325 -0.1224 0.10
H 0.7757 7.8622 0.9152 0.10
H 1.5345 5.5996 1.6309 0.11
H -4.4328 2.3661 -0.7245 0.11
H -5.4603 0.8157 -2.3435 0.11
H -4.0154 -0.8696 -3.4902 0.11
H -1.5720 -0.9050 -2.9286 0.12
S 1.7198 -1.1421 -2.0090 0.68
C 2.8050 -1.1052 -0.6707 -1.07
S 2.6564 0.2302 0.3992 0.66
C 3.7053 -2.1445 -0.4263 -0.42
C 4.5336 -2.1215 0.7155 -0.30
N 5.1871 -2.1148 1.6674 0.13
C 3.7588 -3.2837 -1.2544 -0.29
N 3.7799 -4.2362 -1.9069 0.14
C 1.1615 2.0577 -2.0943 -0.21
C 2.5031 1.9924 -2.6269 -0.34
C 3.5978 2.5227 -1.9185 -0.07
C 4.8800 2.4447 -2.4085 -0.04
C 5.1316 1.8284 -3.6403 -0.26
C 4.0551 1.3101 -4.3696 -0.04
C 2.7759 1.3953 -3.8732 -0.08
C 6.4534 1.7747 -4.1487 -0.22
N 7.5325 1.7489 -4.5531 0.12
H 0.3847 1.9711 -2.8585 0.04
H 1.0100 2.9235 -1.4460 0.03
H 3.4181 2.9932 -0.9609 0.10
H 5.7099 2.8546 -1.8478 0.11
H 4.2485 0.8416 -5.3263 0.11
H 1.9497 0.9913 -4.4439 0.10
O -0.6508 -1.3008 0.0775 -0.31
P -0.7831 -2.2769 1.1957 0.63
N -2.3568 -2.4783 1.7588 -0.19
C -2.7845 -2.0234 3.0766 -0.20
C -3.5873 -0.7502 2.8000 -0.16
C -4.2543 -1.0263 1.4425 -0.15
C -3.4575 -2.2038 0.8387 -0.20
N -0.2902 -3.8362 0.8320 -0.18
C -1.2342 -4.8769 0.4425 -0.20
C -1.2368 -4.8658 -1.0936 -0.16
C 0.1590 -4.3265 -1.4735 -0.16
C 0.8094 -3.9317 -0.1379 -0.22
N 0.1086 -1.8679 2.5510 -0.18
C 1.4205 -2.4729 2.8110 -0.19
C 1.9152 -1.6992 4.0302 -0.15
C 1.3386 -0.2826 3.8505 -0.16
C 0.2451 -0.4203 2.7825 -0.24
H -1.9228 -1.8771 3.7213 0.10
H -3.4339 -2.7880 3.5225 0.12
H -2.9110 0.1011 2.7118 0.09
H -4.3140 -0.5393 3.5839 0.10
H -4.2024 -0.1503 0.8016 0.08
H -5.3045 -1.2972 1.5591 0.10
H -3.0684 -1.9761 -0.1537 0.09
H -4.0988 -3.0904 0.7584 0.11
H -2.2119 -4.6946 0.8829 0.09
H -0.8524 -5.8369 0.8081 0.12
H -2.0189 -4.1945 -1.4546 0.09
H -1.4226 -5.8576 -1.5065 0.10
H 0.0834 -3.4485 -2.1130 0.06
H 0.7704 -5.0646 -1.9896 0.10
H 1.3340 -2.9815 -0.2176 0.04
H 1.5171 -4.6964 0.1951 0.12
H 2.1158 -2.3314 1.9762 0.09
H 1.3053 -3.5406 2.9960 0.11
H 3.0026 -1.6970 4.0804 0.10
H 1.5193 -2.1556 4.9397 0.10
H 2.1029 0.4154 3.5122 0.09
H 0.9277 0.0909 4.7892 0.10
H 0.5398 0.0977 1.8674 0.00
H -0.7114 0.0019 3.1033 0.09

---

8
Properties=species:S:1:pos:R:3:lowdin_charge:R:1 method="wB97M-V/def2-TZVPD" fmax_ha_per_bohr=0.0462 gap_ev="9.34 / 8.33" homo_energy_ha="-0.402 / -0.340" total_energy_ev=-8164.31114 de_lowest_ev=5.402
C -1.3782 -0.8436 0.0631 -0.21
C 1.2169 -0.2727 0.0102 -0.46
C -0.1526 -0.2329 0.1313 -0.16
N -2.2987 -1.5122 0.0511 0.18
N 0.6547 0.5952 0.9071 0.21
O 2.2348 -0.6934 -0.4120 0.15
H -1.0525 1.3445 -1.8114 0.11
H 0.7756 1.6150 1.0606 0.17

---

24
Properties=species:S:1:pos:R:3:lowdin_charge:R:1 method="wB97M-V/def2-TZVPD" fmax_ha_per_bohr=0.0624 gap_ev=10.28 homo_energy_ha=-0.490 charge=+1 total_energy_ev=-11022.38507 de_lowest_ev=1.495
C 2.8075 1.1854 -0.3920 -0.12
C 2.6671 -0.2086 -0.9146 -0.26
C 1.8774 -1.1538 0.0593 -0.20
C 0.5575 -0.7085 0.6161 -0.08
C -0.6092 -0.6620 -0.0285 -0.10
N -1.8061 -0.6158 0.7913 0.12
H 1.9041 1.6291 -0.0151 0.05
H 3.2440 1.9207 -1.1776 0.11
H 3.5868 1.1886 0.3738 0.08
H 3.6251 -0.8254 -1.1293 0.14
H 2.1005 -0.3194 -1.8487 0.10
H 2.4708 -1.4087 0.9485 0.12
H 1.7842 -2.0605 -0.5438 0.11
H 0.4547 -0.4782 1.6729 0.12
H -0.8297 -0.7855 -1.0813 0.13
H -1.7815 -1.1608 1.6512 0.16
H -2.6840 -0.7804 0.2227 0.10
H -1.8245 0.3927 1.2399 0.13
H -1.8970 2.5365 1.9707 0.08
H -1.8332 2.5041 0.2940 0.08
O -1.7428 2.0749 1.1455 -0.02
H -4.1322 -1.5872 -1.3666 0.08
H -4.0960 0.0630 -1.4730 0.08
O -3.8435 -0.7401 -1.0155 -0.02

---

69
Properties=species:S:1:pos:R:3:lowdin_charge:R:1 method="wB97M-V/def2-TZVPD" fmax_ha_per_bohr=0.0727 gap_ev=5.28 homo_energy_ha=-0.108 charge=-1 total_energy_ev=-175624.83030
C -1.0615 -0.8639 -0.0187 -0.14
C -1.7560 0.5394 -0.0456 -0.52
O -2.9797 0.7359 0.6039 -0.39
H -0.2185 -0.9226 -0.7071 -0.01
H -1.7092 -1.7037 -0.2705 0.04
H -0.5588 -1.0996 0.9193 0.03
H -1.8412 0.7896 -1.1031 0.05
H -0.9640 1.2422 0.2127 0.05
C 2.8921 -1.3220 3.7319 -0.18
C 1.6930 -0.8813 2.8827 -0.17
C 2.2203 -1.1260 1.5562 -0.20
O 3.5874 -0.5882 1.6756 -0.15
C 4.1193 -0.9567 2.9468 -0.21
H 2.8387 -2.3980 3.8975 0.11
H 2.8034 -0.9759 4.7616 0.11
H 1.5309 0.1933 2.9671 0.11
H 0.7080 -1.2818 3.1224 0.12
H 1.6625 -0.6842 0.7305 0.09
H 2.3129 -2.1705 1.2586 0.12
H 4.5207 -0.0828 3.4601 0.11
H 4.8932 -1.7232 2.9080 0.11
Br -0.3340 -1.9806 -3.4118 0.65
C 0.9227 -3.1464 -2.5019 -0.69
C 0.8904 -4.6058 -3.0629 -0.60
Br -0.9105 -5.4285 -2.6804 0.52
H 0.6137 -3.2041 -1.4582 0.04
H 1.9147 -2.6984 -2.5603 0.05
H 1.4699 -5.3174 -2.4749 0.03
H 1.1281 -4.6939 -4.1230 0.05
N -2.1404 2.6492 -4.4069 0.05
C -1.8532 3.2688 -5.6124 -0.17
C -0.5300 3.2349 -5.9610 -0.11
C 0.0411 2.6835 -4.8410 -0.14
C -0.9388 2.3196 -3.9477 -0.16
H -2.9211 2.6361 -3.7663 0.16
H -2.7038 3.6124 -6.1824 0.09
H 0.0249 3.6276 -6.8003 0.10
H 1.1098 2.5414 -4.7776 0.07
H -0.7797 1.8379 -2.9943 0.10
N -3.3826 -2.1002 2.2662 0.04
C -4.4003 -2.0458 3.2192 -0.13
C -5.2374 -3.1600 3.0362 -0.15
C -4.8188 -3.8312 1.8746 -0.13
C -3.6087 -3.2024 1.4499 -0.12
H -2.5791 -1.4883 2.2611 0.11
H -4.4318 -1.3758 4.0656 0.09
H -6.1163 -3.2970 3.6487 0.07
H -5.2223 -4.7682 1.5201 0.07
H -2.9030 -3.4887 0.6841 0.09
N -1.8677 3.3882 4.2666 0.01
C -1.4478 2.3992 3.4433 -0.12
C -0.2431 2.7773 2.7784 -0.06
C -0.0926 4.1334 3.2136 -0.15
C -1.0724 4.4374 4.0387 -0.23
H -2.6983 3.4886 4.8324 0.15
H -2.0560 1.5388 3.2064 0.09
H 0.3972 2.2422 2.0928 0.07
H 0.6660 4.8333 2.8957 0.09
H -1.1700 5.3442 4.6173 0.10
N 3.7605 0.9545 -1.3316 0.02
C 2.6347 0.3248 -1.8187 -0.11
C 2.3394 0.9773 -3.0188 -0.10
C 3.3680 1.9806 -3.2834 -0.10
C 4.1893 1.8745 -2.2181 -0.19
H 4.2131 0.7445 -0.4534 0.13
H 2.0490 -0.4684 -1.3780 0.07
H 1.4940 0.6918 -3.6273 0.05
H 3.3845 2.6932 -4.0947 0.08
H 5.1551 2.3466 -2.1139 0.11